1.
The following is a quantum chemistry calculation of a structure of composition C57H52Cl2MgO2P2S at a distorted geometry, from the OMol25 dataset.

XYZ file:
```
117
Properties=species:S:1:pos:R:3
Mg -0.784 -1.061 0.606
C 4.523 4.960 -0.952
C 3.657 4.293 0.130
C 4.045 4.810 1.529
C 3.879 2.795 0.094
C 5.174 2.303 0.166
C 5.442 0.952 0.132
C 4.398 0.056 0.051
C 3.080 0.496 0.011
P 1.772 -0.815 -0.009
C 2.549 -1.798 1.330
C 2.336 -1.330 2.626
C 2.934 -1.956 3.705
C 3.773 -3.041 3.498
C 4.006 -3.498 2.211
C 3.391 -2.887 1.128
C 2.248 -1.654 -1.558
C 2.780 -0.928 -2.623
C 3.071 -1.556 -3.824
C 2.802 -2.908 -3.984
C 2.247 -3.631 -2.939
C 1.970 -3.010 -1.732
C 2.823 1.879 0.018
O 1.515 2.276 -0.114
C 1.233 3.626 -0.238
C -0.099 3.954 -0.512
C -0.457 5.286 -0.662
C 0.492 6.280 -0.541
C 1.806 5.940 -0.278
C 2.206 4.618 -0.137
P -1.357 2.617 -0.616
C -1.995 2.979 -2.307
C -1.110 3.456 -3.277
C -1.540 3.706 -4.570
C -2.857 3.464 -4.927
C -3.734 2.944 -3.989
C -3.306 2.692 -2.694
C -2.540 3.450 0.530
C -2.107 3.519 1.856
C -2.902 4.089 2.834
C -4.146 4.604 2.497
C -4.563 4.585 1.177
C -3.764 4.016 0.193
H 5.581 4.759 -0.784
H 4.382 6.040 -0.952
H 4.252 4.577 -1.936
H 5.089 4.583 1.747
H 3.425 4.328 2.286
H 3.896 5.888 1.599
H 6.001 2.998 0.238
H 6.463 0.596 0.176
H 4.599 -1.006 0.036
H 1.688 -0.476 2.791
H 2.735 -1.604 4.709
H 4.237 -3.537 4.341
H 4.664 -4.341 2.044
H 3.565 -3.266 0.131
H 2.966 0.133 -2.518
H 3.508 -0.986 -4.634
H 3.016 -3.389 -4.929
H 2.006 -4.679 -3.065
H 1.509 -3.573 -0.931
H -1.489 5.540 -0.871
H 0.215 7.320 -0.651
H 2.542 6.728 -0.182
H -0.076 3.638 -3.017
H -0.842 4.092 -5.302
H -3.198 3.671 -5.933
H -4.759 2.728 -4.262
H -4.001 2.267 -1.987
H -1.140 3.114 2.120
H -2.556 4.120 3.859
H -4.782 5.030 3.263
H -5.516 5.019 0.902
H -4.096 4.041 -0.834
Cl -3.247 -0.833 0.644
C -3.629 -0.872 2.335
C -4.969 -0.998 2.658
C -5.362 -1.024 3.982
C -4.401 -0.919 4.975
C -3.067 -0.808 4.638
Cl -1.912 -0.696 5.919
C -2.614 -0.784 3.300
S -0.925 -0.634 2.964
H -5.700 -1.071 1.864
H -6.407 -1.124 4.238
H -4.686 -0.921 6.018
C -1.344 -1.685 -2.770
C -1.870 -3.124 -2.781
C -3.371 -3.137 -2.451
C -1.203 -4.159 -1.877
C -1.042 -5.432 -2.412
C -0.708 -6.519 -1.626
C -0.620 -6.334 -0.257
C -0.745 -5.080 0.328
C -0.779 -5.019 1.846
C 0.445 -4.332 2.445
C -2.090 -4.381 2.327
C -0.947 -3.943 -0.500
O -0.920 -2.705 -0.035
H -1.900 -1.094 -3.501
H -0.289 -1.656 -3.041
H -1.470 -1.222 -1.793
H -1.755 -3.486 -3.807
H -3.527 -2.848 -1.409
H -3.775 -4.141 -2.589
H -3.920 -2.450 -3.100
H -1.211 -5.574 -3.475
H -0.582 -7.501 -2.064
H -0.458 -7.193 0.385
H -0.783 -6.051 2.211
H 0.545 -3.324 2.063
H 1.356 -4.884 2.197
H 0.360 -4.280 3.532
H -2.184 -3.367 1.950
H -2.132 -4.357 3.419
H -2.939 -4.959 1.958
```

Results
Spin multiplicity: 1
Gap between HOMO and LUMO in eV: 7.663
E_HOMO in eV: -7.19
Calculated total energy in eV: -123954.8844

Löwdin atomic charge list, values in e, 6 entries: 0.24 -0.02 -0.44 -0.01 -0.10 -0.02

---

2.
The following is a quantum chemistry calculation of a structure of composition C57H52IN8O2SeSr at a distorted geometry, from the OMol25 dataset.

XYZ file:
```
122
Properties=species:S:1:pos:R:3
Sr 0.336 -0.022 0.178
C 0.270 1.733 8.074
C 1.538 1.421 7.608
C 1.759 1.020 6.279
C 0.698 0.992 5.394
C -0.539 1.469 5.823
C -0.766 1.793 7.166
C 0.799 0.461 4.007
C -0.065 -0.537 3.614
C -0.966 -1.233 4.525
C -1.577 -2.233 3.799
C -1.064 -2.108 2.443
N -0.263 -1.032 2.358
C -1.411 -3.061 1.385
C -0.792 -3.229 0.184
C -0.991 -4.349 -0.738
C -0.065 -4.306 -1.705
C 0.746 -3.122 -1.415
C 1.844 -2.608 -2.170
C 2.328 -3.581 -3.258
C 1.789 -3.765 -4.519
C 2.270 -4.792 -5.383
C 3.166 -5.710 -4.911
C 3.681 -5.543 -3.624
C 3.259 -4.523 -2.811
C 2.742 -1.549 -1.801
N 2.546 -0.655 -0.829
C 3.543 0.319 -0.887
C 3.736 1.283 0.087
C 4.737 2.351 -0.236
C 4.299 3.276 -1.175
C 5.118 4.271 -1.589
C 6.427 4.354 -1.085
C 6.916 3.456 -0.151
C 6.028 2.508 0.293
C 3.041 1.522 1.332
C 3.318 2.518 2.282
C 2.573 2.229 3.411
C 1.787 1.071 3.092
N 2.062 0.641 1.824
C 4.377 0.057 -2.071
C 3.948 -1.149 -2.562
N 0.166 -2.466 -0.366
C -2.375 -4.106 1.808
C -3.630 -4.103 1.214
C -4.536 -5.109 1.571
C -4.209 -6.089 2.510
C -2.957 -6.062 3.150
C -2.046 -5.120 2.718
H 0.112 1.942 9.135
H 2.307 1.571 8.365
H 2.767 0.720 5.951
H -1.387 1.601 5.219
H -1.728 2.184 7.454
H -1.029 -0.975 5.566
H -2.413 -2.802 4.089
H -1.771 -5.023 -0.560
H 0.188 -4.986 -2.521
H 1.023 -3.097 -4.868
H 1.912 -4.910 -6.421
H 3.561 -6.460 -5.557
H 4.270 -6.328 -3.181
H 3.729 -4.354 -1.851
H 3.286 3.190 -1.543
H 4.664 4.970 -2.271
H 7.082 5.155 -1.410
H 7.900 3.477 0.233
H 6.209 1.693 1.042
H 4.078 3.264 2.214
H 2.710 2.847 4.318
H 5.237 0.547 -2.444
H 4.395 -1.600 -3.409
H -3.878 -3.369 0.491
H -5.536 -5.004 1.180
H -4.957 -6.874 2.737
H -2.699 -6.770 3.949
H -1.132 -4.951 3.252
O -2.052 -0.731 -1.200
H -2.210 -1.036 -2.103
H -2.070 -1.525 -0.649
O 1.539 0.592 -5.257
C 0.837 0.854 -4.351
C -2.040 2.338 1.777
C -2.511 3.822 1.994
N -2.232 4.611 0.766
C -0.750 4.688 0.658
C -0.208 3.265 0.521
N -1.317 2.236 0.481
C -2.294 2.545 -0.629
C -2.828 3.985 -0.401
H -2.920 1.655 1.799
H -1.353 2.122 2.603
H -1.970 4.328 2.786
H -3.572 3.832 2.193
H -0.397 5.175 1.585
H -0.460 5.301 -0.183
H 0.386 3.032 1.420
H 0.355 3.195 -0.447
H -3.057 1.752 -0.518
H -1.783 2.448 -1.550
H -3.862 4.099 -0.256
H -2.560 4.630 -1.262
C -3.154 0.078 -6.048
N -3.667 0.753 -4.875
C -3.516 2.095 -4.544
C -3.965 2.313 -3.308
N -4.281 1.016 -2.828
C -4.917 0.703 -1.563
C -4.089 0.061 -3.814
Se -4.234 -1.780 -3.533
H -3.243 0.659 -6.964
H -3.710 -0.903 -6.133
H -2.108 -0.307 -6.014
H -3.208 2.817 -5.318
H -4.183 3.209 -2.722
H -4.502 -0.270 -1.129
H -6.002 0.623 -1.773
H -4.686 1.465 -0.930
I 0.510 5.025 -3.258
C 0.129 0.977 -3.245
H -0.363 0.050 -2.935
H 0.026 1.960 -2.843
```

Results
Spin multiplicity: 1
Gap between HOMO and LUMO (spin up / spin down) in eV: 5.585 / 5.585
Total charge: -1
E_HOMO (spin up / spin down) in eV: -4.59 / -4.59
Calculated total energy in eV: -150254.2863

Löwdin atomic charge list, values in e, 6 entries: 1.42 -0.11 -0.08 -0.03 -0.20 -0.04